DFT (the ωB97M-V functional and the def2-TZVPD basis) results for 2 unconnected molecules or ions with the total composition C4H11NO at a distorted geometry.

Output
Multiplicity = 1
Energy relative to the best compared isomer or geometry (same formula, charge and spin) = 3.601 eV
HOMO-LUMO gap = 0.336 Eh
SMILES = C=CO.CNC

Geometry (Å):
C -3.391180 0.584161 -1.268366
C -2.008438 0.453549 -1.307327
O -1.305873 0.158845 -0.121055
H -3.909149 0.390349 -2.164508
H -3.894363 0.982931 -0.423223
H -1.454093 0.523306 -2.356087
H -0.370924 0.320945 -0.128739
C 0.942846 -0.023771 1.765904
N 1.323676 0.162206 0.325468
C 2.329983 -0.837650 0.012925
H 0.342977 0.782445 2.317942
H 0.332274 -0.935409 1.730031
H 1.766248 -0.196335 2.453313
H 1.704499 1.012081 -0.126977
H 1.777397 -1.944838 0.111710
H 3.377652 -0.699738 0.290315
H 2.436468 -0.733079 -1.111332

Forces on atoms 1 to 6 (eV/Å):
C 3.99 0.07 -0.20
C -1.10 -0.44 -0.06
O -3.02 0.89 -1.72
H -0.58 0.48 -1.02
H -0.40 -0.55 0.90
H -0.86 -0.73 2.50

DFT (the ωB97M-V functional and the def2-TZVPD basis) results for 2 unconnected molecules or ions with the total composition C4H11NO at a distorted geometry.

Output
Multiplicity = 1
Energy relative to the best compared isomer or geometry (same formula, charge and spin) = 2.126 eV
HOMO-LUMO gap = 0.369 Eh
SMILES = CC=O.CNC

Geometry (Å):
C -1.596450 0.856827 -2.222714
C -1.325271 -0.422554 -1.442879
O -1.119903 -1.533345 -1.855085
H -2.508363 1.351370 -1.891018
H -1.858949 0.575537 -3.246961
H -0.770876 1.563705 -2.236674
H -1.698664 -0.415367 -0.404392
C 1.414143 0.897201 0.979817
N 1.521701 -0.575858 0.810936
C 0.526259 -1.217574 1.694281
H 1.014206 1.164627 1.958157
H 2.406896 1.339750 0.890890
H 0.803737 1.242606 0.145700
H 2.429379 -0.892594 1.110439
H -0.400834 -0.752491 1.342818
H 0.510408 -0.889936 2.748366
H 0.652584 -2.291902 1.618321

Forces on atoms 1 to 6 (eV/Å):
C -0.01 -0.70 -0.97
C -2.14 -0.42 0.67
O 0.78 0.47 -0.91
H 0.19 0.01 0.68
H 0.53 -0.04 -0.09
H 0.07 0.01 0.11

DFT (the ωB97M-V functional and the def2-TZVPD basis) results for 2 unconnected molecules or ions with the total composition C4H11NO at a distorted geometry.

Output
Multiplicity = 1
Energy relative to the best compared isomer or geometry (same formula, charge and spin) = 2.181 eV
HOMO-LUMO gap = 0.358 Eh
SMILES = C=CO.CCN

Geometry (Å):
C -1.647742 -2.179283 1.478190
C -1.314229 -1.156852 2.242431
O -0.134495 -0.543946 2.051324
H -2.577427 -2.719528 1.737461
H -1.040058 -2.477280 0.572997
H -1.944475 -0.669700 2.937164
H 0.022173 -0.011164 2.872301
C 0.024418 1.004688 -2.121035
C 1.242573 1.436501 -1.330141
N 1.693328 0.159566 -0.659393
H -0.787651 0.742914 -1.471188
H 0.304489 0.144404 -2.771553
H -0.386410 1.836827 -2.772828
H 0.958817 2.304918 -0.620060
H 1.990348 1.718910 -2.033842
H 0.993162 0.132608 0.048587
H 2.603178 0.276414 -0.160416

Forces on atoms 1 to 6 (eV/Å):
C -0.66 -0.95 -0.73
C 0.06 -0.80 -1.21
O 1.23 1.74 1.40
H 0.59 0.46 -0.59
H -0.63 0.18 1.47
H -0.72 -0.07 0.98

DFT (the ωB97M-V functional and the def2-TZVPD basis) results for 2 unconnected molecules or ions with the total composition C4H11NO at a distorted geometry.

Output
Multiplicity = 1
Energy relative to the best compared isomer or geometry (same formula, charge and spin) = 8.806 eV
HOMO-LUMO gap = 0.184 Eh

Geometry (Å):
C 0.594486 -1.699775 -0.533963
C 0.008034 -0.555222 -1.410319
N -1.072002 0.290558 -0.848856
C -0.620269 1.227414 0.195433
C -0.212013 0.827348 1.679549
O 2.128690 0.738433 0.149773
H 0.925467 -2.519964 -1.186390
H 1.331001 -1.209254 0.173353
H -0.230569 -2.147278 0.091523
H 0.797551 0.110827 -1.609640
H -0.484287 -0.872574 -2.344159
H -1.861735 -0.340474 -0.582405
H 0.322487 1.626632 -0.179952
H -1.371675 2.099293 0.436124
H -0.033274 1.724529 2.268321
H 0.782014 0.447305 1.421392
H -1.003905 0.252201 2.280215

Forces on atoms 1 to 6 (eV/Å):
C -1.51 0.52 0.69
C -1.65 -0.45 0.07
N 0.12 -0.54 2.04
C -1.91 1.43 1.08
C -1.71 0.00 -0.83
O 0.23 0.16 0.71

DFT (the ωB97M-V functional and the def2-TZVPD basis) results for 2 unconnected molecules or ions with the total composition C4H11NO at a distorted geometry.

Output
Multiplicity = 1
Energy relative to the best compared isomer or geometry (same formula, charge and spin) = 1.372 eV
HOMO-LUMO gap = 0.301 Eh
SMILES = C/C=C(/C)N.O

Geometry (Å):
C 2.015884 -0.862552 0.827158
C 1.281699 0.449219 0.695718
C 0.392811 0.671164 -0.279994
C 0.020440 2.111637 -0.687114
N -0.400604 -0.318690 -0.853069
H 3.087451 -0.752015 1.048781
H 2.011844 -1.394817 -0.119946
H 1.620768 -1.440757 1.676971
H 1.709724 1.290285 1.251669
H 0.777497 2.351283 -1.432785
H -0.989156 2.171986 -1.098685
H 0.115126 2.728987 0.184507
H -0.463435 -1.134367 -0.283663
H -1.216517 -0.059275 -1.374255
O -3.284916 -1.595008 -0.074716
H -4.051582 -2.155237 0.086131
H -2.627034 -2.061845 0.433291

Forces on atoms 1 to 6 (eV/Å):
C -0.04 0.01 0.83
C 1.38 0.06 -0.55
C -1.83 1.32 0.80
C 0.49 -1.74 -0.12
N 1.27 0.08 -0.28
H -0.29 0.41 0.05

DFT (the ωB97M-V functional and the def2-TZVPD basis) results for a single C4H11NO molecule at a distorted geometry.

Output
Multiplicity = 1
Energy relative to the best compared isomer or geometry (same formula, charge and spin) = 3.204 eV
HOMO-LUMO gap = 0.367 Eh
SMILES = CNC[C@H](C)O

Geometry (Å):
C 2.716470 0.060403 0.132079
N 1.519090 -0.059563 -0.573768
C 0.437663 -0.473508 0.348207
C -1.132735 -0.111073 -0.310216
C -1.521734 1.334693 0.150966
O -2.098338 -0.931835 -0.049730
H 2.767727 -0.674517 1.023356
H 2.699728 0.959509 0.874406
H 3.669554 0.186165 -0.387530
H 1.201357 0.745165 -0.950057
H 0.403013 -1.578214 0.261427
H 0.225487 -0.115920 1.374511
H -1.100118 -0.131490 -1.466767
H -1.480171 1.330810 1.290363
H -2.499396 1.643076 0.021872
H -0.828450 2.045445 -0.348523
H -1.903641 -1.401493 0.794939

Forces on atoms 1 to 6 (eV/Å):
C 1.64 1.56 4.84
N -1.37 -3.16 1.93
C -4.07 -1.40 -2.68
C 4.46 4.40 -2.78
C 2.96 -1.00 1.42
O -2.75 -4.65 3.01

DFT (the ωB97M-V functional and the def2-TZVPD basis) results for 3 unconnected molecules or ions with the total composition C4H11NO at a distorted geometry.

Output
Multiplicity = 1
Energy relative to the best compared isomer or geometry (same formula, charge and spin) = 7.044 eV
HOMO-LUMO gap = 0.182 Eh

Geometry (Å):
N -1.564127 1.331964 0.446659
C -0.662628 0.562179 1.229672
C 2.568996 -0.217408 -0.488637
C 1.275949 0.488613 -0.387839
C 0.559097 0.227990 0.801751
H -2.513918 0.909216 0.216689
H -1.009083 1.414638 -0.398139
H -0.977147 0.063920 2.158851
H -0.767221 -1.595348 -0.833099
H 3.458672 0.202797 0.022871
H 2.959842 -0.588800 -1.454089
H 2.294980 -1.258228 -0.167019
H 1.175992 1.504742 -0.679777
H 1.142528 -0.501931 1.323119
H -0.783298 -0.897357 -0.813102
H -3.995109 -1.070956 -0.543947
O -3.163529 -0.576035 -0.433957

Forces on atoms 1 to 6 (eV/Å):
N 3.98 -2.59 2.05
C -6.14 2.25 -0.62
C 0.38 -2.99 -1.00
C -0.13 1.36 4.07
C 4.91 -1.04 -3.38
H -0.78 -0.96 0.07

DFT (the ωB97M-V functional and the def2-TZVPD basis) results for 2 unconnected molecules or ions with the total composition C4H11NO at a distorted geometry.

Output
Multiplicity = 2
⟨S²⟩ = 1.746
Energy relative to the best compared isomer or geometry (same formula, charge and spin) = 8.261 eV
Net charge = +1
HOMO-LUMO gap (alpha / beta) = 0.248 / 0.320 Eh

Geometry (Å):
C 0.010949 1.390255 2.028887
N -0.405786 1.273657 0.590579
C 0.567215 0.375206 -0.006466
C 0.025203 -0.117425 -1.381571
C 0.922102 -1.320114 -2.104311
O -1.257211 -1.395568 0.768212
H 0.846086 1.972757 1.913182
H 0.250707 0.468281 2.596468
H -0.695552 1.950671 2.598223
H -1.139796 0.534242 0.709404
H 0.456347 -0.485077 0.622608
H 1.610069 0.825065 -0.235868
H -0.354009 0.611734 -2.035654
H -0.748886 -0.732957 -0.944245
H 1.075698 -1.256533 -3.212694
H 1.950979 -1.272758 -1.664467
H 0.493743 -2.334011 -1.845940

Forces on atoms 1 to 6 (eV/Å):
C -1.00 1.69 -0.19
N 0.81 -5.44 3.86
C 2.36 2.85 -5.52
C 1.51 -3.67 0.73
C 0.29 0.76 1.02
O -0.37 -0.33 0.18

Ordered E_tot results: -288.8847; -288.9389; -288.9369; -288.6934; -288.9666; -288.8993; -288.7581; -288.4117; unit hartree.